Record 1
The following is a quantum chemistry calculation of one molecule with the formula C4H10O3 in a non-equilibrium geometry, from OMol25.

Geometry as XYZ:
```
17
Properties=species:S:1:pos:R:3:forces:R:3:mulliken_charge:R:1
C 0.6624 0.3930 -0.2653 -1.313 0.048 -0.864 0.763
C 0.8594 -0.0076 1.1974 -0.878 0.903 0.478 -0.794
C -0.7920 -0.0060 -0.8557 1.434 -0.076 -0.128 -0.578
C -1.4312 -1.2616 -0.2913 -0.283 -0.115 0.229 -1.148
O 1.6641 -0.1662 -1.0907 -0.030 -0.467 0.382 -0.595
O 0.7983 1.8046 -0.3655 -0.227 0.025 0.232 -0.609
O -0.2724 0.4400 1.9819 0.567 0.220 -0.366 -0.521
H 0.5482 2.0301 -1.2773 0.137 0.003 0.408 0.353
H 2.5195 0.0570 -0.6830 -0.351 -0.071 -0.252 0.349
H -0.3117 1.4130 1.8929 0.093 -0.691 0.005 0.324
H 1.7549 0.4660 1.6135 0.202 -0.037 -0.303 0.430
H 0.9647 -1.0889 1.3221 -0.280 0.203 -0.170 0.350
H -1.5029 0.8246 -0.7910 0.418 0.073 0.351 0.314
H -0.6275 -0.1580 -1.9292 0.176 0.060 0.072 0.425
H -2.2266 -1.6084 -0.9604 0.183 -0.001 0.048 0.387
H -1.9005 -1.0604 0.6763 0.234 -0.102 -0.073 0.284
H -0.7067 -2.0712 -0.1748 -0.083 0.024 -0.049 0.265
```
Forces are in eV/Å.

- energy (Eh) = -384.1167
- largest force on an atom (Eh/bohr) = 0.0306
- relative energy (zero: lowest compared OMol25 entry of this formula, charge and spin) (kJ/mol) = 86.3

---

Record 2
The following is a quantum chemistry calculation of a 3-piece molecular cluster, C4H10O3 overall in a non-equilibrium geometry, from OMol25.

Geometry as XYZ:
```
17
Properties=species:S:1:pos:R:3:forces:R:3:mulliken_charge:R:1
C 0.2285 -1.8537 1.9783 0.614 3.817 -4.721 -0.664
C 0.3139 -0.9645 0.8162 0.534 -1.777 2.561 0.656
O 1.5317 -0.4280 0.3103 -1.882 0.201 1.465 -0.526
C -0.8850 -0.5723 0.0566 -1.095 -1.074 1.016 -0.106
C -1.2245 0.5953 -0.5345 -0.774 1.326 0.580 -0.891
H 0.9643 -1.7228 2.7970 -0.643 -0.989 -0.818 0.180
H -0.6316 -2.4857 1.7698 0.025 -0.019 1.425 0.247
H 1.2279 0.3529 -0.1792 0.422 -0.071 -0.358 0.329
H -1.7501 -1.2578 0.2920 1.015 -0.112 -1.289 0.161
H -0.8957 1.6046 0.0197 -0.042 -2.037 -2.321 0.279
H -2.1171 0.5586 -1.2962 1.500 0.540 2.154 0.282
H 2.0999 0.6936 3.4411 0.427 -0.578 -0.179 0.294
H 1.6627 0.5605 1.8460 0.593 0.557 2.265 0.433
O 1.5983 1.0619 2.7220 -0.714 0.225 -1.799 -0.670
H -1.3428 1.0613 -3.8983 0.399 0.683 0.537 0.306
H -1.9271 0.6687 -5.0999 -1.059 -1.643 -1.772 0.307
O -1.6160 1.4583 -4.7312 0.680 0.950 1.254 -0.617
```
Forces are in eV/Å.

- energy (Eh) = -383.9799
- largest force on an atom (Eh/bohr) = 0.1187
- relative energy (zero: lowest compared OMol25 entry of this formula, charge and spin) (kJ/mol) = 445.7

---

Record 3
The following is a quantum chemistry calculation of a 3-piece molecular cluster, C4H10O3 overall in a non-equilibrium geometry, from OMol25.

Geometry as XYZ:
```
17
Properties=species:S:1:pos:R:3:forces:R:3:mulliken_charge:R:1
C 2.4270 -0.6601 -0.3290 -1.778 -1.780 0.381 -0.796
C 2.1196 0.3744 0.4561 -0.232 -0.447 0.566 0.111
C 0.7784 0.6863 1.0632 0.611 -0.916 -0.678 -0.829
C -0.0488 -0.3720 1.2664 2.483 -0.748 -0.680 -0.015
O -1.3206 -0.5405 1.4885 -1.839 1.052 1.843 -0.478
H 3.4224 -0.9243 -0.5221 1.496 0.273 -0.429 0.297
H 1.7772 -1.5476 -0.6134 0.156 1.671 0.280 0.229
H 2.9890 0.9699 0.7212 -0.312 0.427 0.090 0.311
H 0.6127 1.7441 1.2325 -0.674 -0.128 0.009 0.481
H 0.3870 -1.3804 1.2672 0.791 0.441 -0.320 0.367
H -1.8764 -0.5240 0.7104 -0.557 -0.049 -0.688 0.378
H -2.2855 -0.1294 -1.1525 -0.567 -0.737 0.081 0.438
H -3.1905 -1.4050 -1.4538 0.008 -0.129 -0.249 0.312
O -2.8248 -0.8660 -0.7574 0.501 0.940 0.027 -0.739
H -0.2871 1.2307 -0.8288 0.674 0.276 0.345 0.335
H -1.5077 2.1273 -1.3738 0.858 -1.251 0.427 0.298
O -1.1721 1.2165 -1.1748 -1.618 1.105 -1.004 -0.700
```
Forces are in eV/Å.

- energy (Eh) = -384.0510
- largest force on an atom (Eh/bohr) = 0.0546
- relative energy (zero: lowest compared OMol25 entry of this formula, charge and spin) (kJ/mol) = 258.9

---

What did the first record say?
The following is a quantum chemistry calculation of one molecule with the formula C4H10O3 in a non-equilibrium geometry, from OMol25.

Geometry as XYZ:
```
17
Properties=species:S:1:pos:R:3:forces:R:3:mulliken_charge:R:1
C 0.6624 0.3930 -0.2653 -1.313 0.048 -0.864 0.763
C 0.8594 -0.0076 1.1974 -0.878 0.903 0.478 -0.794
C -0.7920 -0.0060 -0.8557 1.434 -0.076 -0.128 -0.578
C -1.4312 -1.2616 -0.2913 -0.283 -0.115 0.229 -1.148
O 1.6641 -0.1662 -1.0907 -0.030 -0.467 0.382 -0.595
O 0.7983 1.8046 -0.3655 -0.227 0.025 0.232 -0.609
O -0.2724 0.4400 1.9819 0.567 0.220 -0.366 -0.521
H 0.5482 2.0301 -1.2773 0.137 0.003 0.408 0.353
H 2.5195 0.0570 -0.6830 -0.351 -0.071 -0.252 0.349
H -0.3117 1.4130 1.8929 0.093 -0.691 0.005 0.324
H 1.7549 0.4660 1.6135 0.202 -0.037 -0.303 0.430
H 0.9647 -1.0889 1.3221 -0.280 0.203 -0.170 0.350
H -1.5029 0.8246 -0.7910 0.418 0.073 0.351 0.314
H -0.6275 -0.1580 -1.9292 0.176 0.060 0.072 0.425
H -2.2266 -1.6084 -0.9604 0.183 -0.001 0.048 0.387
H -1.9005 -1.0604 0.6763 0.234 -0.102 -0.073 0.284
H -0.7067 -2.0712 -0.1748 -0.083 0.024 -0.049 0.265
```
Forces are in eV/Å.

- energy (Eh) = -384.1167
- largest force on an atom (Eh/bohr) = 0.0306
- relative energy (zero: lowest compared OMol25 entry of this formula, charge and spin) (kJ/mol) = 86.3

---

What is the relative energy (zero: lowest compared OMol25 entry of this formula, charge and spin) in the third record? 258.9 kJ/mol

---

Look up the relative energy (zero: lowest compared OMol25 entry of this formula, charge and spin) of the first one. 86.3 kJ/mol

---

What did the second record say?
The following is a quantum chemistry calculation of a 3-piece molecular cluster, C4H10O3 overall in a non-equilibrium geometry, from OMol25.

Geometry as XYZ:
```
17
Properties=species:S:1:pos:R:3:forces:R:3:mulliken_charge:R:1
C 0.2285 -1.8537 1.9783 0.614 3.817 -4.721 -0.664
C 0.3139 -0.9645 0.8162 0.534 -1.777 2.561 0.656
O 1.5317 -0.4280 0.3103 -1.882 0.201 1.465 -0.526
C -0.8850 -0.5723 0.0566 -1.095 -1.074 1.016 -0.106
C -1.2245 0.5953 -0.5345 -0.774 1.326 0.580 -0.891
H 0.9643 -1.7228 2.7970 -0.643 -0.989 -0.818 0.180
H -0.6316 -2.4857 1.7698 0.025 -0.019 1.425 0.247
H 1.2279 0.3529 -0.1792 0.422 -0.071 -0.358 0.329
H -1.7501 -1.2578 0.2920 1.015 -0.112 -1.289 0.161
H -0.8957 1.6046 0.0197 -0.042 -2.037 -2.321 0.279
H -2.1171 0.5586 -1.2962 1.500 0.540 2.154 0.282
H 2.0999 0.6936 3.4411 0.427 -0.578 -0.179 0.294
H 1.6627 0.5605 1.8460 0.593 0.557 2.265 0.433
O 1.5983 1.0619 2.7220 -0.714 0.225 -1.799 -0.670
H -1.3428 1.0613 -3.8983 0.399 0.683 0.537 0.306
H -1.9271 0.6687 -5.0999 -1.059 -1.643 -1.772 0.307
O -1.6160 1.4583 -4.7312 0.680 0.950 1.254 -0.617
```
Forces are in eV/Å.

- energy (Eh) = -383.9799
- largest force on an atom (Eh/bohr) = 0.1187
- relative energy (zero: lowest compared OMol25 entry of this formula, charge and spin) (kJ/mol) = 445.7